The following is a quantum chemistry calculation of C26H28MoN5O8S2Te as an isolated structure, from OMol25.

```
71
Properties=species:S:1:pos:R:3:lowdin_spin:R:1
Mo 0.4240 -0.4157 0.3976 1.69
O 2.1448 0.3060 1.0338 0.06
S 3.1948 1.4990 0.8665 0.01
C 4.3914 1.1550 2.1862 0.00
C 4.3289 2.3520 3.1405 0.00
C 2.8715 2.7951 3.1944 0.00
C 2.4164 2.8850 1.7413 0.00
H 5.3595 0.9796 1.7218 0.00
H 4.0272 0.2353 2.6473 0.00
H 4.9599 3.1611 2.7699 0.00
H 4.7185 2.0566 4.1135 0.00
H 2.7622 3.7666 3.6741 0.00
H 2.2542 2.0834 3.7444 0.00
H 2.7875 3.7760 1.2294 0.00
H 1.3433 2.8052 1.5612 0.00
O -5.0504 -4.2264 2.4449 0.00
N -5.1607 -3.0873 2.8449 0.00
O -6.0807 -2.6240 3.4710 0.00
C -4.0396 -2.1706 2.5225 0.00
C -4.0956 -0.8663 2.9775 0.00
C -3.0438 -0.0062 2.6985 0.00
C -1.9579 -0.4641 1.9727 0.01
O -0.8460 0.2668 1.6156 0.06
C -1.9831 -1.7734 1.5177 0.00
C -2.9932 -2.6710 1.7686 0.00
N -0.8252 -2.0350 0.6851 -0.01
O -0.3844 -3.3640 0.6791 0.01
O -0.9424 -1.5020 -0.5864 0.05
N -3.1164 1.3805 3.2100 0.00
O -4.1788 1.7450 3.6425 0.00
O -2.0907 2.0311 3.1611 0.00
H -4.9438 -0.5187 3.5532 0.00
H -2.9979 -3.6946 1.4216 0.00
S 1.2265 0.2839 -1.8083 0.01
C -0.1255 0.8751 -2.7874 0.00
N -1.3386 0.3614 -2.7497 0.00
C -2.4488 0.8533 -3.5926 0.00
C -1.8731 1.3962 -4.8865 0.00
C -0.8150 2.4344 -4.5736 0.00
N 0.1564 1.8593 -3.6163 0.00
H -1.5005 -0.4277 -2.1458 0.00
H -2.9970 1.6203 -3.0435 0.00
H -3.1183 0.0142 -3.7649 0.00
H -2.6648 1.8463 -5.4828 0.00
H -1.4381 0.5828 -5.4695 0.00
H -1.2506 3.3291 -4.1270 0.00
H -0.2565 2.7327 -5.4574 0.00
H 1.0970 2.2235 -3.6000 0.00
Te 1.5573 -3.5184 0.9989 0.04
C 1.4910 -5.5370 1.2350 0.02
C 2.1861 -6.0504 2.3288 0.00
C 2.2100 -7.4284 2.4939 0.00
C 1.5375 -8.2436 1.5952 0.00
C 0.8388 -7.7031 0.5155 0.00
C 0.8157 -6.3356 0.3109 0.00
C 2.1322 -3.3245 -0.9612 0.01
C 3.4494 -2.9063 -1.1422 0.00
C 3.9482 -2.8301 -2.4355 0.00
C 3.1233 -3.1452 -3.5073 0.00
C 1.8045 -3.5421 -3.3054 0.00
C 1.2884 -3.6382 -2.0224 0.00
H 2.6936 -5.4147 3.0446 0.00
H 2.7429 -7.8592 3.3303 0.00
H 1.5526 -9.3162 1.7343 0.00
H 0.3156 -8.3553 -0.1705 0.00
H 0.2798 -5.9230 -0.5329 0.00
H 4.0996 -2.6759 -0.3038 0.00
H 4.9750 -2.5359 -2.6035 0.00
H 3.5156 -3.0910 -4.5141 0.00
H 1.1820 -3.7931 -4.1538 0.00
H 0.2637 -3.9479 -1.8687 0.00
```

Results
<S²>: 2.0174
Total energy, hartree: -3014.61059
Gap between HOMO and LUMO (alpha / beta), eV: 7.31 / 6.84
Energy above the lowest of the compared OMol25 structures with the same formula, charge and spin, eV: 2.097
2S+1: 3
Charge: +3